ORCA calculation (ωB97M-V/def2-TZVPD) on 2 unconnected molecules or ions with the total composition C10H24N3 in a non-equilibrium geometry.

Each line ends with the natural charge from an NBO analysis.
CARTESIAN COORDINATES (ANGSTROEM)
C 1.169 -0.395 0.647  0.323
C -1.384 -2.244 0.396  -0.622
C -0.411 -2.127 -1.857  -0.609
C -0.024 2.110 -2.070  -0.622
C -1.924 3.516 -0.995  -0.581
C 2.113 -2.565 1.197  -0.437
C 3.111 -0.531 2.068  -0.385
C -1.361 1.582 1.362  -0.481
C -0.804 -1.274 -0.656  -0.093
C -1.115 2.151 -1.015  -0.140
N 0.291 -0.455 -0.219  -0.268
N 1.969 -1.207 1.380  -0.362
N -0.637 1.872 0.241  -0.119
H 1.507 0.686 0.927  0.216
H -1.566 -3.237 -0.124  0.239
H -0.704 -2.244 1.194  0.206
H -2.360 -1.951 0.826  0.233
H -1.298 -2.429 -2.466  0.244
H 0.266 -2.900 -1.577  0.214
H 0.128 -1.466 -2.561  0.222
H 0.699 1.334 -1.784  0.225
H -0.381 1.754 -3.136  0.235
H 0.557 3.038 -2.002  0.228
H -1.346 4.273 -0.601  0.215
H -2.805 3.440 -0.322  0.219
H -2.258 3.903 -1.982  0.250
H 1.609 -3.019 1.967  0.215
H 1.724 -2.935 0.289  0.217
H 3.065 -2.964 1.519  0.236
H 2.978 -0.760 3.102  0.216
H 4.056 -0.906 1.736  0.219
H 3.036 0.539 1.842  0.212
H -0.722 0.901 1.888  0.235
H -1.330 2.435 2.009  0.274
H -2.429 1.142 1.090  0.191
H -1.500 -0.506 -0.910  0.226
H -1.919 1.439 -1.402  0.208

Values from the calculation:
molar mass	186.32	g mol⁻¹
relative energy (zero: lowest compared OMol25 entry of this formula, charge and spin)	628.7	kJ/mol
charge	+1
E_HOMO (alpha / beta)	-13.18 / -12.46	eV